(1)
The following is a quantum chemistry calculation of C25H20BrClMnN3O6S3 as an isolated structure at a distorted geometry, from OMol25.

- Multiplicity: 5
- Total energy: -189397.6845 eV
- Orbital gap (alpha / beta): 5.57 / 6.08 eV
- Total charge: -2

Structure (XYZ):
```
60
Properties=species:S:1:pos:R:3:forces:R:3
Mn -1.56172 -1.92533 -0.44509 -1.23 -1.62 -1.29
O -3.74321 -1.16506 -3.83616 -0.01 -0.05 -0.06
C -4.02734 0.11746 -3.58930 -0.02 0.10 -0.01
C -5.12457 0.68545 -4.24608 0.03 -0.04 -0.02
C -5.47837 2.00361 -4.03006 0.00 -0.02 0.00
C -4.74356 2.78634 -3.15048 -0.01 0.14 0.02
C -3.64275 2.23213 -2.51398 -0.05 -0.05 -0.04
C -3.26192 0.91366 -2.71925 0.09 -0.06 0.07
C -1.98042 0.36614 -2.09039 0.13 -0.03 -0.35
O -1.87422 -0.98971 -2.16436 -0.15 0.28 0.23
N -1.87529 0.82492 -0.67167 -0.09 -0.11 -0.06
N -1.33303 -0.08591 0.15306 0.61 2.33 1.29
C -0.72512 0.31265 1.21418 -0.34 0.37 -0.61
C -0.15037 -0.57871 2.17261 0.19 -0.79 0.75
Br -0.68590 -2.41849 1.98922 0.20 0.46 0.35
C 0.69052 -0.25189 3.16921 -0.36 -0.40 -0.45
C 1.41158 1.00977 3.26351 0.20 0.64 0.15
C 1.72864 1.54538 4.51873 -0.15 -0.14 -0.12
C 2.41463 2.74061 4.63453 0.07 0.11 0.06
C 2.81176 3.43660 3.50019 -0.05 -0.10 -0.03
C 2.54026 2.89978 2.24835 0.07 0.18 0.06
C 1.85525 1.70394 2.12862 -0.04 -0.30 0.00
H -2.97922 -1.40074 -3.22690 0.01 0.00 0.03
H -5.68197 0.05484 -4.92781 -0.03 -0.01 0.04
H -6.33495 2.42302 -4.54568 -0.01 -0.01 0.00
H -5.02216 3.81670 -2.96409 0.00 -0.01 0.01
H -3.06964 2.85045 -1.83098 0.02 -0.01 -0.01
H -1.12740 0.83652 -2.62851 -0.08 0.03 0.12
H -1.49162 1.75318 -0.55041 0.07 0.04 0.01
H -0.62924 1.37757 1.41538 0.00 0.01 0.00
H 0.88386 -0.99227 3.93486 0.18 -0.05 -0.08
H 1.40718 1.01657 5.40856 0.05 -0.02 0.01
H 2.65114 3.13359 5.61647 -0.05 0.00 0.01
H 3.33542 4.37988 3.59210 0.05 -0.02 0.00
H 2.88374 3.41165 1.35759 -0.03 -0.03 -0.02
H 1.69960 1.26947 1.14671 0.01 -0.01 -0.01
O 3.79261 -1.91586 2.73024 -0.07 0.15 -0.02
S 3.82269 -2.37040 1.36015 0.20 0.04 -0.13
O 4.25647 -3.73020 1.15778 -0.05 0.02 -0.06
N 2.41852 -2.04409 0.59558 0.40 -0.14 0.29
C 2.58515 -1.19142 -0.39085 -0.49 0.34 -0.24
S 1.37060 -0.59818 -1.39325 0.13 -0.12 0.14
C 3.99302 -0.71541 -0.56807 0.46 -0.01 0.06
C 4.48788 0.16769 -1.51503 -0.03 -0.04 0.04
C 5.84813 0.44389 -1.51615 0.01 0.04 -0.03
C 6.69927 -0.14561 -0.58571 -0.01 -0.01 0.04
C 6.19976 -1.01975 0.37254 0.14 -0.06 0.15
C 4.84725 -1.28410 0.36143 -0.51 -0.06 -0.09
H 3.80548 0.61214 -2.22723 -0.01 -0.02 -0.02
H 6.25685 1.12460 -2.25374 -0.01 0.00 0.00
H 7.75903 0.07848 -0.61009 0.00 0.00 0.02
H 6.85359 -1.47913 1.10370 -0.01 -0.01 -0.01
S -1.47632 -3.84452 -1.24138 0.11 -1.02 -0.12
Cl -6.09528 -4.59788 1.10634 -0.26 -0.16 0.12
C -4.70287 -3.77507 0.35379 0.18 0.48 -0.04
C -4.69315 -2.23870 0.55942 -0.15 -0.42 -0.02
O -5.72198 -1.64328 0.85863 0.13 -0.02 0.03
O -3.54091 -1.74035 0.35942 0.44 0.31 -0.06
H -4.73980 -3.98066 -0.71250 0.10 -0.04 0.00
H -3.79557 -4.20601 0.76232 0.00 -0.06 -0.07
```
Positions in Å, forces in eV/Å.

Löwdin population analysis, charges in e, atoms 1 to 5: 0.134, 0.052, -0.271, -0.027, -0.122

(2)
The following is a quantum chemistry calculation of C25H20BrO6S3Ta as an isolated structure, from OMol25.

- Multiplicity: 1
- Total energy: -142635.1922 eV
- Energy above the lowest of the compared OMol25 structures with the same formula, charge and spin: 0.8644 eV
- Orbital gap: 7.03 eV

Structure (XYZ):
```
56
Properties=species:S:1:pos:R:3:forces:R:3
Ta -0.18907 1.66167 0.84806 0.25 0.29 0.70
Br -1.47039 1.40827 -1.93848 0.13 0.06 -0.12
C 0.24611 1.25530 -2.76342 -0.14 -0.02 0.05
C 0.32980 1.39783 -4.11363 -0.02 0.00 0.01
C 1.57441 1.19224 -4.74223 0.04 -0.01 0.02
C 2.66227 0.83133 -4.00177 -0.03 0.01 -0.03
C 2.57318 0.68562 -2.59671 -0.03 0.00 0.02
C 3.69551 0.28793 -1.82977 0.01 0.00 0.02
C 3.59835 0.14741 -0.47859 0.02 -0.01 -0.02
C 2.38042 0.43020 0.17412 -0.07 0.06 0.03
C 1.25626 0.82916 -0.51642 0.07 -0.01 -0.07
C 1.34242 0.93016 -1.93372 0.05 -0.08 -0.05
H -0.54537 1.65348 -4.69392 0.00 0.00 -0.01
H 1.65113 1.30919 -5.81457 0.00 0.00 0.00
H 3.61604 0.64890 -4.48117 0.00 0.00 0.00
H 4.62934 0.09147 -2.34232 0.00 0.00 0.00
H 4.45121 -0.17226 0.10537 0.00 0.00 0.00
H 2.35588 0.32659 1.25469 0.03 0.00 -0.01
C 0.05914 5.72705 1.02118 0.00 -0.06 0.02
S 0.15444 4.32943 -0.05250 0.22 0.31 -0.14
O 0.21728 4.76254 -1.40674 -0.02 0.03 0.05
O -1.06519 3.46456 0.24178 -0.32 -0.48 0.23
O 1.23459 3.42113 0.40880 0.04 -0.17 -0.09
H -0.96886 5.80738 1.36521 0.00 0.02 0.00
H 0.35461 6.60141 0.44952 0.02 -0.03 -0.04
H 0.71296 5.54126 1.86689 -0.03 0.01 0.03
O 0.00789 3.83317 3.29035 -0.03 -0.08 0.26
S -0.30254 2.46293 3.60960 -0.03 0.14 -0.13
O 0.64093 1.60413 2.57639 -0.07 0.08 -0.60
O -0.05468 1.97447 4.92147 -0.02 -0.06 -0.01
S -2.05277 1.91236 2.79620 -0.02 0.05 -0.17
C -4.27199 -4.33574 0.05065 0.00 0.01 -0.01
C -4.66326 -3.18099 -0.61175 -0.01 -0.02 0.00
C -3.97845 -1.99652 -0.39700 0.00 0.01 0.01
C -2.87849 -1.94561 0.46144 -0.03 -0.02 0.01
C -2.50526 -3.10986 1.13537 0.01 0.02 -0.01
C -3.19921 -4.29173 0.93020 0.00 0.00 0.01
C -2.18557 -0.65157 0.61233 0.04 0.03 -0.03
C -0.89085 -0.39939 0.84214 -0.05 0.01 0.07
C 0.10634 -1.47719 1.06160 -0.02 0.02 0.03
C 0.65972 -1.66640 2.32541 -0.02 0.00 -0.04
C 1.61633 -2.65179 2.53057 0.01 -0.01 0.01
C 2.03412 -3.44836 1.47426 0.00 0.00 0.00
C 1.48981 -3.25772 0.20958 0.00 0.00 -0.02
C 0.53516 -2.27635 0.00343 -0.01 -0.04 0.02
H -4.80762 -5.26240 -0.10914 0.00 0.00 0.00
H -5.50709 -3.20212 -1.28920 0.00 0.00 0.00
H -4.29218 -1.09241 -0.90691 0.00 0.00 0.00
H -1.68051 -3.08758 1.83234 0.01 -0.01 0.01
H -2.90166 -5.18415 1.46555 0.00 0.00 0.00
H -2.85388 0.19863 0.46023 -0.01 -0.01 -0.03
H 0.33618 -1.03306 3.14344 0.02 -0.04 0.02
H 2.03623 -2.79562 3.51798 0.00 0.00 0.00
H 2.78216 -4.21403 1.63403 0.00 0.00 0.00
H 1.81427 -3.87490 -0.61870 0.00 0.00 0.00
H 0.11042 -2.11944 -0.98157 0.01 -0.01 0.00
```
Positions in Å, forces in eV/Å.

Löwdin population analysis, charges in e, atoms 1 to 5: 1.668, 0.933, -0.543, -0.112, -0.066

(3)
The following is a quantum chemistry calculation of C25H20CeClF10N7S as an isolated structure, from OMol25.

- Multiplicity: 1
- Total energy: -100140.1073 eV
- Orbital gap (alpha / beta): 6.23 / 6.23 eV

Structure (XYZ):
```
65
Properties=species:S:1:pos:R:3:forces:R:3
Ce 0.30934 -0.66167 0.23540 -0.88 0.12 0.16
C -1.70389 1.29594 2.55767 0.05 0.02 -0.01
N -1.52091 1.27164 1.10016 0.14 -0.08 -0.28
C -2.78398 0.88405 0.44510 -0.12 -0.05 0.08
C -3.04724 -0.60081 0.51956 0.16 -0.17 -0.03
N -2.06623 -1.32255 -0.28926 0.90 0.37 -0.06
C -2.47717 -2.20003 -1.26064 -0.04 0.21 0.27
C -1.49929 -2.96503 -1.90594 0.12 -0.03 -0.06
F -0.22257 -2.74512 -1.52765 0.20 0.01 -0.05
C -1.71842 -3.89800 -2.89049 0.07 0.02 0.01
F -0.68935 -4.55797 -3.42672 0.03 -0.01 -0.01
C -3.00778 -4.14117 -3.32221 0.03 0.00 0.03
F -3.26214 -5.04541 -4.27024 -0.02 -0.07 -0.08
C -4.01841 -3.40723 -2.74260 -0.09 0.08 0.05
F -5.27757 -3.59258 -3.14516 -0.06 -0.01 -0.02
C -3.76288 -2.46238 -1.76056 -0.14 -0.01 -0.03
F -4.84192 -1.77830 -1.32490 -0.14 -0.02 -0.03
C -1.16326 2.60764 0.59984 -0.03 -0.09 0.04
C 0.10320 3.22061 1.16159 0.21 0.14 0.02
N 1.26465 2.35496 1.05650 -0.25 -0.07 0.02
C 2.34046 2.54001 1.92359 -0.17 0.00 -0.19
C 3.66481 2.59649 1.49520 0.28 0.08 -0.19
F 3.95952 2.62479 0.18483 0.02 0.01 -0.03
C 4.73988 2.67287 2.36316 0.01 0.01 -0.13
F 5.97784 2.72006 1.87217 0.06 0.00 -0.02
C 4.53618 2.75800 3.72325 -0.04 0.00 -0.08
F 5.55975 2.85302 4.56404 0.12 0.01 0.09
C 3.23775 2.76032 4.18457 -0.16 -0.03 0.05
F 2.99810 2.83177 5.49284 -0.01 0.01 0.04
C 2.18024 2.64093 3.30347 -0.07 -0.04 0.32
F 0.95835 2.59563 3.84985 -0.04 0.02 0.08
H -2.45868 2.04367 2.83369 -0.03 0.02 0.00
H -0.76462 1.51806 3.04944 -0.01 -0.02 -0.01
H -2.03263 0.32166 2.91055 -0.01 -0.02 0.00
H -2.71552 1.15314 -0.60963 -0.03 0.05 -0.06
H -3.62750 1.43612 0.88084 0.05 0.13 0.06
H -4.07193 -0.76323 0.21502 -0.06 -0.07 0.01
H -2.97659 -0.93750 1.55804 -0.07 -0.02 0.07
H -1.97480 3.31209 0.82286 -0.10 0.05 -0.02
H -1.08644 2.53724 -0.48501 -0.01 0.00 -0.05
H -0.04454 3.51533 2.19600 0.01 -0.01 0.01
H 0.26461 4.14504 0.58851 0.02 0.06 -0.01
N 3.21998 -3.50530 2.09659 -0.12 0.04 0.21
C 2.38858 -3.05598 1.13361 0.04 -0.21 -0.43
S 0.69480 -3.38223 1.29337 -0.01 0.53 -0.22
N 3.00586 -2.54580 0.07591 0.44 0.31 0.22
N 2.23954 -1.84575 -0.78483 -0.36 -0.46 0.41
C 2.56615 -1.81382 -2.01479 -0.06 0.17 -0.39
C 1.72880 -1.06532 -2.96017 0.09 -0.06 0.06
C 1.96431 -1.14993 -4.32443 0.07 -0.03 -0.15
C 1.11412 -0.49617 -5.20035 0.04 -0.04 -0.01
C 0.05073 0.22974 -4.69037 0.01 0.01 -0.08
C -0.10954 0.27067 -3.31754 -0.01 0.01 0.19
N 0.70373 -0.35332 -2.46881 -0.08 0.06 0.43
H 2.79711 -3.73673 2.97829 0.02 -0.05 0.00
H 4.15338 -3.12676 2.10897 0.01 -0.05 -0.06
H 3.40332 -2.39871 -2.37948 0.12 0.03 0.00
H 2.79942 -1.73789 -4.68296 -0.03 0.03 -0.02
H 1.27441 -0.55825 -6.26864 0.01 0.00 0.01
H -0.64041 0.75266 -5.33650 0.01 -0.01 0.02
H -0.93111 0.82312 -2.87445 0.00 0.00 0.02
Cl 1.28289 -0.37428 2.66157 -0.03 -0.03 -0.13
C 1.38562 1.60524 -0.16279 0.15 -0.45 0.38
H 2.38365 1.17296 -0.20514 0.08 -0.20 -0.10
H 1.27481 2.25522 -1.03246 -0.29 -0.19 -0.29
```
Positions in Å, forces in eV/Å.

Löwdin population analysis, charges in e, atoms 1 to 5: 0.723, -0.070, -0.256, -0.193, -0.212

(4)
The following is a quantum chemistry calculation of C25H20ClN3PPd as an isolated structure at a distorted geometry, from OMol25.

- Multiplicity: 5
- Total energy: -55998.5997 eV
- Orbital gap (alpha / beta): 8.28 / 5.66 eV
- Total charge: +1

Structure (XYZ):
```
51
Properties=species:S:1:pos:R:3:forces:R:3
C -0.79800 -2.00869 4.08579 -0.98 -1.42 0.58
C -0.77111 -1.90498 2.65579 -0.81 -1.14 -0.74
C 0.57506 -2.15638 2.21554 -0.27 -1.73 -0.67
H -1.61282 -1.64049 2.01510 0.33 -0.04 0.27
C 1.36398 -2.44604 3.37612 0.59 -1.72 -0.28
C 0.52046 -2.35220 4.52724 -0.21 -1.56 0.79
H 0.83128 -2.50021 5.55580 -0.09 -0.02 -0.22
H -1.64330 -1.84320 4.74929 0.14 -0.12 -0.34
H 0.94372 -2.09798 1.19312 -0.14 0.01 0.36
H 2.42608 -2.67367 3.40336 -0.29 0.10 -0.11
Pd 0.53946 -0.57966 3.54712 2.15 8.33 -0.68
Cl 1.59474 1.11472 1.74726 -0.61 -0.78 0.89
P 0.09868 0.35569 -1.35157 -0.25 -0.11 0.12
C 1.35248 -0.77290 -1.90494 0.31 -0.61 0.08
C 1.16195 -1.61103 -3.02115 0.15 0.08 0.30
H 0.25118 -1.52181 -3.61211 0.22 -0.11 0.08
C 2.14681 -2.54159 -3.34368 0.07 0.03 0.03
H 2.00017 -3.21098 -4.19298 0.07 0.24 0.24
C 3.32098 -2.61789 -2.58473 -0.15 0.23 0.06
H 4.09321 -3.33933 -2.85469 -0.23 0.21 0.06
C 3.51468 -1.77503 -1.48106 -0.03 -0.21 -0.25
H 4.44552 -1.82972 -0.91628 -0.31 -0.01 -0.07
C 2.51952 -0.88053 -1.11254 -0.38 0.22 -0.27
H 2.58835 -0.25815 -0.21709 0.20 -0.15 -0.24
C -1.55948 -0.17527 -1.73827 -0.25 -0.07 0.27
C -1.92293 -1.53017 -1.52684 -0.06 0.39 -0.17
H -1.16171 -2.25360 -1.23173 -0.21 0.12 -0.14
C -3.24750 -1.91815 -1.69684 -0.03 0.08 -0.02
H -3.53208 -2.96372 -1.57222 0.12 0.30 0.02
C -4.22677 -0.97047 -2.02783 0.33 0.14 -0.03
H -5.26698 -1.27919 -2.14322 0.33 0.08 0.02
C -3.87402 0.37316 -2.20680 -0.01 -0.11 0.03
H -4.63850 1.10581 -2.46896 0.23 -0.21 0.10
C -2.55257 0.78060 -2.05151 0.19 -0.28 0.04
H -2.26787 1.82678 -2.16917 -0.13 -0.26 -0.02
C 0.41302 2.06113 -1.71775 0.25 0.73 0.17
C 0.86621 2.44946 -2.99207 -0.19 0.06 0.46
H 1.00110 1.69035 -3.76039 0.06 0.27 0.02
C 1.12272 3.79764 -3.22437 -0.02 0.06 0.03
H 1.49140 4.11288 -4.20048 -0.12 -0.06 0.26
C 0.90936 4.74601 -2.21388 -0.10 -0.34 0.02
H 1.09907 5.79958 -2.41335 -0.04 -0.26 0.02
C 0.46578 4.35125 -0.94678 0.10 0.13 -0.27
H 0.29723 5.09389 -0.16799 0.14 -0.20 -0.17
C 0.25532 3.00680 -0.68081 -0.02 -0.49 -0.41
H 0.03566 2.63970 0.31943 -0.14 0.26 -0.18
N -1.83396 1.54814 3.95316 0.44 0.27 1.39
C -1.54707 1.84261 5.06007 -0.24 -0.43 -1.35
N -1.29032 2.26556 6.26078 0.05 0.02 0.22
C -0.56554 1.60481 7.11526 0.45 -0.39 0.59
N 0.06737 1.08641 7.96384 -0.61 0.47 -0.88
```
Positions in Å, forces in eV/Å.

Löwdin population analysis, charges in e, atoms 1 to 5: -0.199, -0.174, -0.200, 0.117, -0.179